Below is 9 unconnected molecules or ions with the total composition C36H90O18 in a non-equilibrium geometry, with properties calculated with the ωB97M-V functional and the def2-TZVPD basis.

* frontier orbital gap: 0.3592 Ha
* charge: 0
* electronic energy: -75633.325 eV
* SMILES: COCCOC.COCCOC.COCCOC.COCCOC.COCCOC.COCCOC.COCCOC.COCCOC.COCCOC
* relative energy (zero: lowest compared OMol25 entry of this formula, charge and spin): 2.3569 eV

Each line ends with the Mulliken charge.
Positions of all 144 atoms, in Å:
C 0.542653 -4.236738 -6.917023  -0.842
O 1.218244 -3.654205 -5.824633  -0.026
C 2.390777 -2.977194 -6.239793  -1.052
C 3.648270 -3.756909 -5.927967  0.502
O 3.796891 -4.839021 -6.810668  -0.353
C 4.906651 -5.642187 -6.531057  -0.665
H 0.250961 -3.489949 -7.668147  0.329
H -0.296300 -4.810458 -6.533414  0.203
H 1.166792 -4.897675 -7.532907  0.285
H 2.412478 -2.027639 -5.694233  0.383
H 2.413151 -2.677390 -7.293758  0.443
H 3.546714 -4.150077 -4.906327  -0.385
H 4.502937 -3.067314 -5.970285  0.462
H 5.077300 -6.380323 -7.312453  0.260
H 4.730897 -6.129198 -5.562742  0.165
H 5.877682 -5.130876 -6.450992  0.306
C 1.995455 -7.502424 -4.263864  -0.535
O 0.926452 -6.733605 -3.769818  -0.251
C 1.171910 -6.098664 -2.531766  -1.199
C 1.986321 -4.824546 -2.637868  0.784
O 3.379720 -5.156042 -2.618077  -0.305
C 4.181908 -4.230988 -1.917448  -0.885
H 1.674844 -7.918825 -5.217595  0.244
H 2.200017 -8.385168 -3.638310  0.333
H 2.929393 -6.942343 -4.334300  0.068
H 1.560228 -6.805892 -1.791759  0.444
H 0.175195 -5.783182 -2.206014  0.211
H 1.841470 -4.315464 -1.678257  0.488
H 1.615595 -4.272186 -3.504066  -0.335
H 4.296545 -4.474233 -0.858472  0.334
H 3.755491 -3.216425 -1.919059  0.231
H 5.099760 -4.097925 -2.490769  0.374
C -2.109310 -4.332509 -3.424275  -0.673
O -3.029423 -5.000977 -2.607889  -0.154
C -3.840158 -5.898428 -3.349648  -0.418
C -4.695236 -6.651511 -2.356349  -0.432
O -5.163474 -7.854928 -2.905280  -0.407
C -5.863995 -8.700972 -2.024291  -0.697
H -2.527350 -3.787774 -4.276998  0.415
H -1.312272 -4.981569 -3.814723  0.186
H -1.576176 -3.640486 -2.768094  0.138
H -3.216925 -6.611830 -3.899359  0.336
H -4.460776 -5.306264 -4.030108  0.244
H -5.573549 -6.053720 -2.068776  0.276
H -4.113991 -6.806493 -1.437592  0.363
H -6.925240 -8.700389 -2.308322  0.247
H -5.826345 -8.320201 -1.001070  0.331
H -5.542228 -9.736045 -2.125677  0.240
C 1.666204 -0.139439 2.326369  -0.135
O 2.657473 -1.024205 1.840777  -0.224
C 3.072856 -1.909392 2.858533  -0.637
C 4.295125 -2.694226 2.441744  -0.219
O 5.501033 -2.163713 2.893807  -0.324
C 6.568566 -3.067825 2.781055  -0.697
H 1.174768 0.349980 1.496198  -0.135
H 2.140332 0.604024 2.978695  0.095
H 0.935550 -0.662146 2.956821  0.363
H 2.264510 -2.568138 3.191170  0.414
H 3.368155 -1.307294 3.732103  0.326
H 4.339257 -2.826828 1.350304  0.090
H 4.072776 -3.719758 2.782679  0.366
H 7.488948 -2.505990 2.929556  0.252
H 6.633748 -3.542123 1.793557  0.257
H 6.503143 -3.862557 3.532905  0.292
C 0.506772 10.423738 4.356490  -0.475
O 0.321984 10.730898 2.981064  -0.386
C 0.436304 9.674758 2.050094  -0.250
C -0.827163 8.926664 1.705593  -0.494
O -1.431184 8.241752 2.788021  -0.368
C -1.202740 6.849219 2.735989  -0.547
H 0.370092 11.352020 4.902284  0.272
H 1.527877 10.027003 4.416130  0.241
H -0.206633 9.674790 4.710067  0.157
H 1.239344 8.975019 2.330536  0.037
H 0.789735 10.228059 1.174811  0.346
H -0.664115 8.315564 0.811669  0.405
H -1.580735 9.661586 1.398375  0.314
H -1.460679 6.288826 1.835856  0.418
H -1.775305 6.359651 3.526621  0.251
H -0.195790 6.615439 3.122185  0.104
C -4.543224 -3.993384 0.357531  -0.590
O -4.940052 -2.954490 1.226281  -0.446
C -5.610691 -1.905279 0.573010  -0.660
C -4.889541 -1.327051 -0.628763  -0.214
O -3.673489 -0.698252 -0.226776  -0.354
C -2.610135 -0.799710 -1.124968  -0.241
H -3.659947 -3.716048 -0.227703  0.156
H -5.361735 -4.211745 -0.336158  0.312
H -4.213211 -4.862155 0.923452  0.323
H -5.822106 -1.116478 1.293422  0.379
H -6.582361 -2.256059 0.187527  0.365
H -5.521865 -0.615894 -1.169591  0.343
H -4.581757 -2.122109 -1.313739  0.156
H -1.947009 -1.649472 -0.899236  0.179
H -1.918907 0.019493 -0.882522  -0.116
H -2.788628 -0.706440 -2.198378  0.395
C 3.095786 3.349392 3.761262  -0.120
O 3.956314 4.381738 3.334713  -0.447
C 3.382906 5.636367 3.089249  0.010
C 2.893614 6.439665 4.280499  -0.259
O 1.847315 5.795499 4.983305  -0.250
C 1.291520 6.687215 5.913443  -0.633
H 3.711237 2.549294 4.164766  0.286
H 2.371773 3.042283 2.998939  -0.199
H 2.501779 3.688571 4.615936  0.293
H 2.571133 5.480277 2.360792  -0.394
H 4.133776 6.262844 2.603272  0.391
H 2.604178 7.426566 3.899882  0.163
H 3.741419 6.542464 4.971998  0.452
H 2.059628 7.023210 6.622077  0.335
H 0.521099 6.219160 6.527109  0.282
H 0.809328 7.566264 5.471756  0.077
C -1.592691 3.528845 3.386188  -0.787
O -2.777890 4.247695 3.120256  -0.138
C -3.895794 3.760841 3.801872  -0.575
C -5.064791 4.650955 3.472156  -0.549
O -4.821373 5.946108 3.975721  -0.250
C -5.984767 6.757593 4.102804  -0.819
H -0.699157 4.064072 3.064495  0.037
H -1.582158 2.478556 3.091963  0.431
H -1.469068 3.620226 4.478985  0.385
H -3.781463 3.775321 4.896231  0.307
H -4.146278 2.722397 3.542715  0.342
H -5.950146 4.280815 4.017482  0.437
H -5.322906 4.667905 2.407643  0.303
H -6.335900 6.451653 5.096521  0.325
H -6.748645 6.691519 3.329514  0.320
H -5.650417 7.787810 4.206770  0.219
C 1.108063 -1.461794 -2.515933  -0.638
O 0.770878 -0.081902 -2.393374  -0.462
C 1.344527 0.449391 -1.210468  -0.219
C 0.709399 1.820169 -1.022435  -0.851
O 1.048835 2.512925 0.197257  -0.141
C 0.666424 3.851069 0.140409  -0.308
H 2.159275 -1.511997 -2.813314  0.318
H 0.542724 -1.859812 -3.361647  0.247
H 0.771187 -1.977225 -1.615393  0.386
H 2.427178 0.514177 -1.359369  0.369
H 1.142006 -0.236943 -0.382966  0.066
H -0.362484 1.819351 -1.222605  0.353
H 1.259576 2.465479 -1.719198  0.413
H 0.743486 4.290848 -0.863984  0.410
H 1.306058 4.466704 0.773804  -0.268
H -0.371992 4.035314 0.445750  0.246

Cartesian forces (eV/Å) of the 6 atoms listed first:
C 0.14 -0.30 -0.83
O 0.15 0.06 -0.68
C 0.38 0.46 0.32
C -0.26 -0.02 0.58
O 0.06 0.31 -0.97
C 0.47 -0.40 0.76

---

Below is C4H5FN2 in the gas phase in a non-equilibrium geometry, with properties calculated with the ωB97M-V functional and the def2-TZVPD basis.

* frontier orbital gap: 0.3384 Ha
* charge: 0
* electronic energy: -9926.611 eV
* SMILES: Cc1nc(F)c[nH]1
* relative energy (zero: lowest compared OMol25 entry of this formula, charge and spin): 0.1934 eV

Each line ends with the Mulliken charge.
Positions of all 12 atoms, in Å:
C 1.787712 -0.688292 0.020177  -1.023
C 0.330815 -0.342957 0.027889  0.483
N -0.694329 -1.182439 -0.080239  -0.597
C -1.762032 -0.347907 -0.034037  0.299
F -3.008559 -0.814155 0.060110  -0.257
C -1.453416 0.999755 -0.037964  -0.364
N -0.087705 0.988015 0.008892  -0.054
H 2.346047 -0.120666 -0.727762  0.314
H 1.898873 -1.751903 -0.211207  0.285
H 2.257703 -0.487766 0.954893  0.296
H -2.026234 1.889222 -0.110398  0.417
H 0.411122 1.859089 0.129642  0.202

Cartesian forces (eV/Å) of the 6 atoms listed first:
C -0.42 -0.46 -0.81
C 0.25 1.14 -0.73
N 0.28 1.49 0.83
C -0.59 0.98 -0.15
F 0.09 -0.30 -0.33
C -0.09 -2.03 0.12

---

Below is C4H12N2 in the gas phase in a non-equilibrium geometry, with properties calculated with the ωB97M-V functional and the def2-TZVPD basis.

* frontier orbital gap: 0.3535 Ha
* charge: 0
* electronic energy: -7321.468 eV
* SMILES: CNC[C@H](C)N
* relative energy (zero: lowest compared OMol25 entry of this formula, charge and spin): 1.5609 eV

Each line ends with the Mulliken charge.
Positions of all 18 atoms, in Å:
C -0.306759 1.641730 -1.480985  -0.772
N 0.401205 0.364577 -1.700382  -0.315
C 0.713475 -0.512793 -0.567088  -0.826
C 0.013767 -0.222555 0.762540  0.354
C 0.677214 -0.907714 1.972438  -1.485
N -1.422113 -0.373978 0.774432  -0.559
H 0.183730 2.352557 -2.182584  0.365
H 0.238192 2.056597 -0.641411  0.275
H -1.399497 1.595403 -1.376063  0.243
H -0.108465 -0.292565 -2.307890  0.272
H 1.785545 -0.409601 -0.375794  0.267
H 0.554299 -1.598086 -0.725292  0.372
H 0.228158 0.854726 0.885734  0.272
H 0.304014 -0.543284 2.948089  0.341
H 0.509629 -1.968087 1.747983  0.378
H 1.722962 -0.614426 1.991977  0.350
H -1.591115 -1.375546 0.718333  0.253
H -2.032803 -0.020674 1.490834  0.217

Cartesian forces (eV/Å) of the 6 atoms listed first:
C 2.37 -0.12 -0.21
N -1.26 -1.98 -0.80
C 0.10 -0.32 1.34
C 0.51 2.78 1.76
C -0.03 0.42 -0.84
N -0.40 -1.53 -1.74

---

Below is a molecular structure, C4H11NS in a non-equilibrium geometry, with properties calculated with the ωB97M-V functional and the def2-TZVPD basis.

* frontier orbital gap: 0.2936 Ha
* charge: 0
* electronic energy: -16640.874 eV
* relative energy (zero: lowest compared OMol25 entry of this formula, charge and spin): 10.9196 eV

Each line ends with the Mulliken charge.
Positions of all 17 atoms, in Å:
C -0.053164 -0.428286 1.586608  -0.546
C 0.252596 0.460377 0.392918  -0.329
C -0.493990 0.395923 -0.910983  -0.169
C -0.126785 -0.625230 -2.030026  -0.691
H 0.418626 0.174836 2.595245  0.256
H -1.289255 -0.986218 1.547858  0.010
H 0.819012 -1.305174 1.419905  0.102
H 0.061069 1.667529 0.638796  0.316
H 2.150538 -0.637451 1.059362  0.305
H 1.802481 1.599052 0.776365  0.363
H -0.282619 1.430615 -1.217843  0.268
H -1.354862 -0.581890 -2.735284  0.270
H 0.177171 -1.607748 -1.291410  0.194
H 1.028707 -0.135743 -2.470521  0.227
H -2.495821 -0.413372 1.097868  0.195
N 1.680838 0.460114 0.217689  -0.596
S -2.294541 0.532668 -0.676546  -0.175

Cartesian forces (eV/Å) of the 6 atoms listed first:
C 0.76 -1.86 1.20
C -1.21 2.98 2.12
C -0.86 0.42 -1.13
C 0.71 0.44 1.30
H -2.11 -1.94 -2.56
H 3.77 1.80 0.75

---

Below is C20H17BrN4O4S in the gas phase in a non-equilibrium geometry, with properties calculated with the ωB97M-V functional and the def2-TZVPD basis.

* frontier orbital gap: 0.3056 Ha
* charge: 0
* electronic energy: -116040.346 eV
* SMILES: Cn1cc(-c2cc(NS(C)(=O)=O)ccc2Oc2ccc(Br)cc2)n2cncc2c1=O
* relative energy (zero: lowest compared OMol25 entry of this formula, charge and spin): 3.4759 eV

Each line ends with the Mulliken charge.
Positions of all 47 atoms, in Å:
C 2.744244 1.892609 3.541202  -0.976
N 1.492043 1.383746 2.908817  0.242
C 1.427988 1.372372 1.472320  -1.138
C 0.700620 0.367444 0.767884  0.560
C 0.825972 0.375567 -0.624374  0.091
C 1.306897 -0.752064 -1.255416  -0.027
C 1.494744 -0.795858 -2.628361  0.272
N 1.976610 -1.851672 -3.375035  -0.378
S 1.838038 -3.597940 -3.228989  1.173
C 0.554315 -4.011692 -2.095460  -0.775
O 3.107960 -4.105439 -2.751544  -0.633
O 1.529418 -4.112465 -4.607913  -0.675
C 1.125810 0.315086 -3.455637  -0.784
C 0.716674 1.494563 -2.856002  -0.800
C 0.490319 1.445583 -1.494303  0.096
O -0.154558 2.519537 -1.001278  -0.534
C -1.383812 2.142488 -0.392021  0.477
C -2.391776 1.423573 -1.125187  -0.475
C -3.597968 1.075770 -0.511052  -0.711
C -3.896661 1.504147 0.794032  0.146
Br -5.495427 1.108178 1.472963  -0.140
C -2.859863 2.183393 1.554809  -0.632
C -1.692085 2.496327 0.948199  -0.063
N -0.272365 -0.372729 1.469934  0.459
C -1.252644 -1.312600 1.126304  0.016
N -1.994808 -1.631162 2.121947  -0.596
C -1.325947 -1.008633 3.215770  -0.574
C -0.252976 -0.287633 2.863842  0.505
C 0.664826 0.528193 3.638077  0.002
O 0.519171 0.758293 4.833309  -0.658
H 3.346220 1.010090 3.769085  0.351
H 2.533367 2.539211 4.488119  0.258
H 3.344408 2.540213 2.890659  0.353
H 2.027320 2.103271 0.952131  0.482
H 1.435741 -1.616399 -0.595463  0.686
H 2.205099 -1.522480 -4.380089  0.262
H 1.115753 -4.291250 -1.134608  0.302
H -0.098842 -3.141681 -2.067050  0.201
H -0.038870 -4.829905 -2.587169  0.418
H 1.476605 0.300958 -4.520856  0.228
H 0.411798 2.336633 -3.448604  0.450
H -2.264802 1.049763 -2.105855  0.455
H -4.311953 0.388577 -0.939361  0.373
H -3.053391 2.369383 2.567714  0.545
H -0.935861 3.079400 1.497756  0.340
H -1.348422 -1.796290 0.108278  0.330
H -1.788930 -1.066479 4.178477  0.494

Cartesian forces (eV/Å) of the 6 atoms listed first:
C -0.77 0.95 1.47
N 0.74 0.03 -2.20
C -1.46 -3.52 0.51
C 0.97 3.86 3.90
C -0.32 0.40 -4.36
C 0.02 -1.21 0.05

---

Below is 2 unconnected molecules or ions with the total composition CH8N3O in a non-equilibrium geometry, with properties calculated with the ωB97M-V functional and the def2-TZVPD basis.

* frontier orbital gap: 0.3917 Ha
* charge: +1
* electronic energy: -7677.246 eV
* relative energy (zero: lowest compared OMol25 entry of this formula, charge and spin): 2.5997 eV

Each line ends with the Mulliken charge.
Positions of all 13 atoms, in Å:
N -0.147282 -0.070587 -0.741650  -0.401
C 0.828503 0.293786 0.134483  0.647
N 1.357502 1.480957 0.123757  -0.342
N 1.543397 -0.660093 0.679604  -0.584
H -0.809139 -0.857375 -0.376561  0.275
H -0.072527 0.312818 -1.618710  0.202
H 2.342277 1.555991 0.406543  0.285
H 0.903635 2.355553 -0.285618  0.296
H 2.098814 -1.247968 0.036640  0.318
H 0.767626 -1.312957 1.006941  0.312
H -3.541825 -1.110561 0.032470  0.310
H -2.554431 -0.015926 0.617753  0.317
O -2.716549 -0.723639 -0.015653  -0.634

Cartesian forces (eV/Å) of the 6 atoms listed first:
N -1.12 -1.61 4.92
C -0.23 1.44 -5.08
N -0.14 2.66 -0.69
N 0.05 -4.39 3.79
H 1.11 1.76 -1.93
H -0.95 1.09 -2.31

---

no.,HOMO (eV)
1,-9.2
2,-8.4
3,-8.5
4,-9.0
5,-8.2
6,-15.0